No. 1
Below is C5H6N4 in the gas phase at a distorted geometry, with properties calculated with ωB97M-V with the def2-TZVPD basis set.

Results
2S+1: 1
Net charge: 0
LUMO level: 0.0195 hartree
Structure (SMILES): CCc1n[nH]nc1C#N
Orbital gap: 0.3932 Eh

Structure (XYZ):
```
15
Properties=species:S:1:pos:R:3:forces:R:3
C 1.797 -0.682 0.540 -0.836 -2.377 -2.047
C 1.067 0.121 -0.714 2.998 -1.738 1.715
C -0.244 0.570 -0.319 -1.158 1.098 -0.627
N -0.526 1.860 -0.204 -0.744 0.559 1.030
N -1.827 1.883 0.193 0.049 -3.240 -0.502
N -2.357 0.666 0.267 -1.025 -0.169 0.546
C -1.414 -0.202 -0.056 1.458 4.848 0.068
C -1.397 -1.549 -0.049 -1.077 -2.352 -0.059
N -1.381 -2.689 -0.091 0.181 -1.199 0.015
H 1.660 -0.255 1.560 0.061 -0.103 -0.982
H 2.902 -0.832 0.269 -1.630 0.337 0.588
H 1.289 -1.781 0.480 1.347 2.532 0.618
H 1.133 -0.550 -1.577 -0.556 -0.051 0.244
H 1.753 0.908 -0.953 -0.117 0.902 -0.095
H -2.455 2.532 0.653 1.046 0.951 -0.511
```
Forces are in eV/Å.


No. 2
Below is a gas-phase ion, C5H6N4 (charge +2) at a distorted geometry, with properties calculated with ωB97M-V with the def2-TZVPD basis set.

Results
2S+1: 1
Net charge: +2
LUMO level (alpha / beta): -0.4578 / -0.4575 hartree
Orbital gap (alpha / beta): 0.2498 / 0.2500 Eh

Structure (XYZ):
```
15
Properties=species:S:1:pos:R:3:forces:R:3
C -1.628 0.456 -0.156 -2.310 1.292 -0.044
C -2.011 -0.819 0.106 1.957 2.445 0.234
C 2.169 0.840 0.386 -3.607 1.839 -0.897
C 0.209 -0.953 -0.066 -1.452 3.281 0.305
C -0.156 0.515 -0.396 0.905 -2.820 -2.625
N 2.436 -0.373 -0.139 -0.747 -2.065 -0.135
N 1.508 -1.202 -0.239 1.181 -2.138 -0.562
N -0.880 -1.601 0.300 3.021 -1.399 -0.384
N 0.929 1.332 0.120 1.227 1.356 1.845
H -2.414 1.264 -0.355 1.551 -1.101 0.143
H -2.979 -1.143 0.252 -1.777 -1.013 0.286
H 3.057 1.257 0.819 -0.152 1.359 0.426
H -0.055 0.649 -1.575 -0.538 -0.189 1.678
H -0.754 -2.553 0.693 -0.858 0.376 -0.341
H 0.569 2.330 0.250 1.601 -1.223 0.073
```
Forces are in eV/Å.


No. 3
Below is C5H6N4S in the gas phase at a distorted geometry, with properties calculated with ωB97M-V with the def2-TZVPD basis set.

Results
2S+1: 1
Net charge: 0
LUMO level: 0.0200 hartree
Structure (SMILES): Cc1[nH]nc(N)c1SC#N
Orbital gap: 0.3336 Eh

Structure (XYZ):
```
16
Properties=species:S:1:pos:R:3:forces:R:3
C 0.946 -1.798 0.047 0.123 -0.015 -0.091
C 0.421 -0.413 0.067 -0.019 0.245 -0.006
N 1.173 0.673 -0.191 -0.303 -0.324 0.129
N 0.471 1.820 -0.121 -0.207 0.767 -0.023
C -0.770 1.489 0.202 0.705 -0.414 0.029
N -1.740 2.420 0.437 -0.209 0.229 0.158
C -0.834 0.085 0.343 -1.823 -2.085 0.023
S -2.355 -1.113 0.571 2.439 1.477 0.271
C -3.448 -0.145 -0.233 -0.050 -0.129 -0.151
N -4.199 0.532 -0.777 -0.472 0.410 -0.285
H 1.767 -1.905 0.756 0.006 -0.078 0.023
H 0.162 -2.498 0.317 -0.006 -0.100 -0.012
H 1.314 -2.051 -0.948 -0.003 -0.088 0.010
H 2.152 0.714 -0.421 -0.117 -0.024 0.064
H -2.687 2.131 0.252 0.016 0.113 -0.100
H -1.504 3.341 0.104 -0.082 0.016 -0.040
```
Forces are in eV/Å.


Looking at relative energy (zero: lowest compared OMol25 entry of this formula, charge and spin) for the records above, in order, we have 25.8, 48.4, 0.0 kcal/mol.